ORCA calculation (the ωB97M-V functional and the def2-TZVPD basis) on a cluster of 11 separate species, C54H121O40P7 in total.

Calculated total energy = -204896.10688 eV
HOMO energy = -10.12 eV
SMILES = CCOP(=O)(OCC)OCC.CCOP(=O)(OCC)OCC.CCOP(=O)(OCC)OCC.CCOP(=O)(OCC)OCC.CCOP(=O)(OCC)OCC.CCOP(=O)(OCC)OCC.CCOP(=O)(OCC)OCC.O=C1OCCO1.O=C1OCCO1.O=C1OCCO1.O=C1OCCO1
Total charge = 0
Energy relative to the best compared isomer or geometry (same formula, charge and spin) = 520.9 kJ/mol
Strongest force on any atom = 6.8 eV/A

Last columns: bonded neighbours and bond lengths (Å).
Cartesian coordinates (Å):
1 P 2.350 -5.413 0.977  O13 1.481, O18 1.621, O26 1.633, O30 1.639
2 P 5.663 -0.519 5.128  O37 1.633, O41 1.483, O45 1.620, O47 1.654
3 P -6.831 -0.958 1.667  O9 1.609, O16 1.658, O20 1.475, O24 1.676
4 P 1.820 6.255 -4.413  O8 1.580, O10 1.576, O25 1.591, O40 1.509
5 P 1.776 -2.715 -5.733  O12 1.629, O17 1.632, O38 1.635, O46 1.434
6 P -3.317 5.107 1.187  O21 1.525, O29 1.618, O32 1.673, O43 1.636
7 P -4.122 -2.167 -3.532  O11 1.627, O15 1.467, O27 1.616, O34 1.669
8 O 0.786 7.240 -5.088  P4 1.580, C80 1.401
9 O -5.343 -1.448 1.301  P3 1.609, C93 1.427
10 O 0.958 5.397 -3.411  P4 1.576, C76 1.413
11 O -3.121 -0.888 -3.445  P7 1.627, C77 1.445
12 O 0.164 -2.672 -5.958  P5 1.629, C85 1.310
13 O 2.160 -6.869 0.779  P1 1.481
14 O -3.338 -6.178 5.147  C65 1.336, C81 1.424
15 O -4.917 -2.236 -4.763  P7 1.467
16 O -7.416 -0.376 0.229  P3 1.658, C90 1.424
17 O 2.109 -4.196 -5.134  P5 1.632, C60 1.438
18 O 3.623 -4.841 0.153  P1 1.621, C73 1.346
19 O -0.091 -1.947 3.549  C68 1.195
20 O -7.743 -1.941 2.280  P3 1.475
21 O -3.464 6.568 1.598  P6 1.525
22 O -0.065 -0.609 1.798  C68 1.344, C88 1.395
23 O 5.902 2.018 -1.656  C82 1.376, C95 1.365
24 O -6.525 0.412 2.583  P3 1.676, C57 1.415
25 O 2.630 7.240 -3.461  P4 1.591, C61 1.371
26 O 1.077 -4.499 0.517  P1 1.633, C67 1.362
27 O -3.105 -3.396 -3.271  P7 1.616, C101 1.406
28 O 3.410 2.864 2.428  C55 1.258, C59 1.420
29 O -2.275 4.249 2.078  P6 1.618, C96 1.393
30 O 2.548 -4.880 2.514  P1 1.639, C79 1.407
31 O -1.390 -7.206 5.879  C65 1.268
32 O -2.790 4.958 -0.394  P6 1.673, C100 1.430
33 O 1.855 -1.328 2.569  C68 1.319, C78 1.438
34 O -5.047 -2.051 -2.148  P7 1.669, C56 1.387
35 O 2.432 3.336 0.476  C55 1.221
36 O -1.438 -5.212 4.689  C63 1.348, C65 1.348
37 O 4.373 0.480 5.196  P2 1.633, C52 1.395
38 O 2.043 -1.833 -4.384  P5 1.635, C62 1.392
39 O 4.143 0.622 -1.104  C82 1.213
40 O 2.661 5.506 -5.418  P4 1.509
41 O 5.597 -1.619 6.120  P2 1.483
42 O 6.024 0.799 0.167  C66 1.411, C82 1.344
43 O -4.698 4.230 1.246  P6 1.636, C91 1.423
44 O 4.609 3.660 0.879  C55 1.334, C89 1.388
45 O 6.876 0.530 5.360  P2 1.620, C71 1.403
46 O 2.496 -2.287 -6.896  P5 1.434
47 O 5.791 -0.991 3.548  P2 1.654, C51 1.374
48 C -2.010 -5.310 -4.150  C101 1.588, H126 1.090, H156 1.090, H195 1.090
49 C 2.350 0.318 -3.588  C62 1.597, H127 1.090, H142 1.090, H200 1.090
50 C -8.742 1.581 0.781  C90 1.554, H107 1.090, H188 1.090, H219 1.090
51 C 5.130 -2.122 3.135  O47 1.374, C86 1.528, H129 1.090, H202 1.090
52 C 3.140 -0.025 5.607  O37 1.395, C87 1.501, H136 1.090, H166 1.090
53 C 6.243 1.287 7.527  C71 1.550, H123 1.090, H149 1.090, H154 1.090
54 C -7.299 -2.650 -1.906  C56 1.524, H180 1.090, H201 1.090, H214 1.090
55 C 3.379 3.299 1.247  O28 1.258, O35 1.221, O44 1.334
56 C -5.854 -3.060 -1.643  O34 1.387, C54 1.524, H207 1.090, H222 1.090
57 C -7.084 0.451 3.883  O24 1.415, C84 1.537, H133 1.090, H208 1.090
58 C 2.448 -6.671 -5.508  C60 1.595, H102 1.090, H117 1.090, H204 1.090
59 C 4.766 2.604 2.757  O28 1.420, C89 1.489, H112 1.090, H155 1.090
60 C 1.918 -5.274 -6.066  O17 1.438, C58 1.595, H144 1.090, H182 1.090
61 C 2.027 8.252 -2.761  O25 1.371, C70 1.511, H161 1.090, H213 1.090
62 C 3.049 -0.871 -4.391  O38 1.392, C49 1.597, H111 1.090, H206 1.090
63 C -2.205 -4.793 3.663  O36 1.348, C81 1.565, H135 1.090, H192 1.090
64 C -1.924 -1.831 -6.759  C85 1.541, H125 1.090, H140 1.090, H184 1.090
65 C -2.012 -6.278 5.280  O14 1.336, O31 1.268, O36 1.348
66 C 7.287 1.398 -0.020  O42 1.411, C95 1.495, H187 1.090, H215 1.090
67 C -0.056 -5.020 -0.032  O26 1.362, C74 1.528, H108 1.090, H194 1.090
68 C 0.544 -1.398 2.699  O19 1.195, O22 1.344, O33 1.319
69 C 0.745 3.233 -2.427  C76 1.535, H122 1.090, H162 1.090, H190 1.090
70 C 3.059 9.121 -2.079  C61 1.511, H120 1.090, H132 1.090, H175 1.090
71 C 7.363 0.641 6.671  O45 1.403, C53 1.550, H114 1.090, H148 1.090
72 C 5.258 -4.489 -1.562  C73 1.573, H176 1.090, H197 1.090, H217 1.090
73 C 3.878 -5.113 -1.140  O18 1.346, C72 1.573, H159 1.090, H183 1.090
74 C -0.993 -3.888 -0.451  C67 1.528, H139 1.090, H169 1.090, H221 1.090
75 C 0.555 9.372 -5.981  C80 1.525, H138 1.090, H191 1.090, H220 1.090
76 C 1.704 4.383 -2.768  O10 1.413, C69 1.535, H151 1.090, H196 1.090
77 C -2.235 -0.866 -2.304  O11 1.445, C98 1.533, H105 1.090, H179 1.090
78 C 2.189 -0.492 1.448  O33 1.438, C88 1.524, H104 1.090, H218 1.090
79 C 1.535 -5.046 3.477  O30 1.407, C83 1.508, H109 1.090, H118 1.090
80 C 1.227 8.016 -6.169  O8 1.401, C75 1.525, H172 1.090, H216 1.090
81 C -3.589 -5.021 4.357  O14 1.424, C63 1.565, H147 1.090, H168 1.090
82 C 5.250 1.073 -0.898  O23 1.376, O39 1.213, O42 1.344
83 C 2.097 -6.044 4.458  C79 1.508, H128 1.090, H143 1.090, H178 1.090
84 C -6.207 -0.133 5.001  C57 1.537, H106 1.090, H173 1.090, H211 1.090
85 C -0.393 -1.702 -6.642  O12 1.310, C64 1.541, H157 1.090, H174 1.090
86 C 5.503 -2.473 1.696  C51 1.528, H131 1.090, H160 1.090, H177 1.090
87 C 2.290 1.150 5.996  C52 1.501, H170 1.090, H193 1.090, H198 1.090
88 C 0.834 -0.326 0.770  O22 1.395, C78 1.524, H189 1.090, H199 1.090
89 C 5.473 3.650 1.966  O44 1.388, C59 1.489, H150 1.090, H158 1.090
90 C -8.738 0.150 0.176  O16 1.424, C50 1.554, H165 1.090, H185 1.090
91 C -5.394 4.083 2.478  O43 1.423, C97 1.574, H124 1.090, H171 1.090
92 C -2.846 4.931 -2.715  C100 1.518, H137 1.090, H205 1.090, H212 1.090
93 C -4.484 -2.002 2.297  O9 1.427, C94 1.503, H152 1.090, H203 1.090
94 C -3.468 -0.991 2.751  C93 1.503, H115 1.090, H116 1.090, H164 1.090
95 C 6.999 2.493 -0.996  O23 1.365, C66 1.495, H167 1.090, H181 1.090
96 C -1.416 3.283 1.557  O29 1.393, C99 1.572, H103 1.090, H186 1.090
97 C -5.855 5.518 2.928  C91 1.574, H146 1.090, H153 1.090, H209 1.090
98 C -1.573 0.493 -2.051  C77 1.533, H121 1.090, H130 1.090, H134 1.090
99 C -1.031 2.310 2.730  C96 1.572, H113 1.090, H145 1.090, H163 1.090
100 C -3.724 4.942 -1.477  O32 1.430, C92 1.518, H110 1.090, H141 1.090
101 C -3.417 -4.660 -3.802  O27 1.406, C48 1.588, H119 1.090, H210 1.090
102 H 3.477 -6.545 -5.171  C58 1.090
103 H -1.847 2.797 0.682  C96 1.090
104 H 2.892 -1.009 0.795  C78 1.090
105 H -2.728 -1.242 -1.408  C77 1.090
106 H -6.164 -1.215 4.875  C84 1.090
107 H -8.480 1.605 1.839  C50 1.090
108 H -0.461 -5.775 0.643  C67 1.090
109 H 0.581 -5.346 3.043  C79 1.090
110 H -4.358 5.829 -1.470  C100 1.090
111 H 3.941 -1.232 -3.879  C62 1.090
112 H 4.927 2.827 3.811  C59 1.090
113 H -0.976 2.839 3.682  C99 1.090
114 H 7.668 -0.295 7.138  C71 1.090
115 H -2.688 -1.285 3.454  C94 1.090
116 H -2.954 -0.690 1.839  C94 1.090
117 H 1.814 -6.917 -4.656  C58 1.090
118 H 1.348 -4.057 3.894  C79 1.090
119 H -4.058 -5.325 -3.224  C101 1.090
120 H 3.579 8.675 -1.232  C70 1.090
121 H -0.756 0.445 -1.332  C98 1.090
122 H 0.542 2.674 -3.341  C69 1.090
123 H 5.577 2.033 7.096  C53 1.090
124 H -4.739 3.646 3.232  C91 1.090
125 H -2.229 -2.320 -5.834  C64 1.090
126 H -2.275 -6.217 -4.695  C48 1.090
127 H 1.889 0.139 -2.617  C49 1.090
128 H 1.418 -6.572 5.128  C83 1.090
129 H 5.389 -2.916 3.836  C51 1.090
130 H -2.253 1.315 -1.825  C98 1.090
131 H 6.558 -2.739 1.620  C86 1.090
132 H 2.517 9.981 -1.686  C70 1.090
133 H -7.256 1.470 4.233  C57 1.090
134 H -1.101 0.766 -2.995  C98 1.090
135 H -2.006 -5.414 2.789  C63 1.090
136 H 3.281 -0.575 6.538  C52 1.090
137 H -2.424 3.943 -2.897  C92 1.090
138 H -0.509 9.201 -5.815  C75 1.090
139 H -1.985 -4.285 -0.667  C74 1.090
140 H -2.239 -2.467 -7.587  C64 1.090
141 H -4.392 4.081 -1.513  C100 1.090
142 H 1.445 0.657 -4.092  C49 1.090
143 H 2.557 -6.781 3.799  C83 1.090
144 H 0.854 -5.282 -6.303  C60 1.090
145 H -1.681 1.436 2.765  C99 1.090
146 H -4.977 6.029 3.323  C97 1.090
147 H -4.272 -5.408 3.601  C81 1.090
148 H 8.248 1.274 6.735  C71 1.090
149 H 5.512 0.533 7.818  C53 1.090
150 H 5.661 4.599 2.469  C89 1.090
151 H 2.010 4.847 -1.831  C76 1.090
152 H -4.135 -3.001 2.035  C93 1.090
153 H -6.444 6.180 2.292  C97 1.090
154 H 6.746 1.679 8.412  C53 1.090
155 H 4.932 1.604 2.355  C59 1.090
156 H -1.666 -4.698 -4.984  C48 1.090
157 H 0.072 -1.660 -7.627  C85 1.090
158 H 6.437 3.188 1.751  C89 1.090
159 H 3.953 -6.199 -1.197  C73 1.090
160 H 4.953 -3.383 1.459  C86 1.090
161 H 1.479 7.699 -1.999  C61 1.090
162 H 1.207 2.573 -1.693  C69 1.090
163 H -0.065 1.862 2.500  C99 1.090
164 H -3.908 -0.007 2.915  C94 1.090
165 H -9.437 -0.536 0.654  C90 1.090
166 H 2.665 -0.639 4.842  C52 1.090
167 H 7.818 2.458 -1.715  C95 1.090
168 H -3.970 -4.081 4.756  C81 1.090
169 H -1.139 -3.147 0.335  C74 1.090
170 H 1.371 0.759 6.431  C87 1.090
171 H -6.186 3.345 2.353  C91 1.090
172 H 2.315 8.073 -6.196  C80 1.090
173 H -5.230 0.344 4.933  C84 1.090
174 H -0.136 -0.754 -6.169  C85 1.090
175 H 3.813 9.459 -2.790  C70 1.090
176 H 5.820 -4.972 -2.362  C72 1.090
177 H 5.311 -1.690 0.962  C86 1.090
178 H 2.915 -5.659 5.068  C83 1.090
179 H -1.450 -1.582 -2.545  C77 1.090
180 H -7.409 -1.568 -1.988  C54 1.090
181 H 6.899 3.528 -0.668  C95 1.090
182 H 2.404 -5.090 -7.024  C60 1.090
183 H 3.037 -4.749 -1.730  C73 1.090
184 H -2.515 -0.936 -6.951  C64 1.090
185 H -8.999 0.332 -0.866  C90 1.090
186 H -0.572 3.867 1.191  C96 1.090
187 H 7.741 1.678 0.931  C66 1.090
188 H -9.623 2.210 0.655  C50 1.090
189 H 0.813 0.704 0.414  C88 1.090
190 H -0.184 3.607 -1.997  C69 1.090
191 H 0.990 9.993 -5.197  C75 1.090
192 H -2.066 -3.747 3.388  C63 1.090
193 H 2.737 1.799 6.749  C87 1.090
194 H 0.198 -5.533 -0.959  C67 1.090
195 H -1.221 -5.407 -3.405  C48 1.090
196 H 2.662 4.158 -3.236  C76 1.090
197 H 5.021 -3.545 -2.052  C72 1.090
198 H 2.046 1.818 5.171  C87 1.090
199 H 0.737 -0.951 -0.117  C88 1.090
200 H 2.989 1.200 -3.536  C49 1.090
201 H -7.567 -2.998 -2.903  C54 1.090
202 H 4.050 -2.010 3.239  C51 1.090
203 H -4.982 -2.230 3.239  C93 1.090
204 H 2.330 -7.456 -6.254  C58 1.090
205 H -1.946 5.538 -2.616  C92 1.090
206 H 3.324 -0.621 -5.416  C62 1.090
207 H -5.649 -4.028 -2.099  C56 1.090
208 H -8.059 -0.031 3.951  C57 1.090
209 H -6.520 5.534 3.792  C97 1.090
210 H -3.869 -4.579 -4.790  C101 1.090
211 H -6.712 -0.070 5.965  C84 1.090
212 H -3.335 5.296 -3.619  C92 1.090
213 H 1.273 8.840 -3.285  C61 1.090
214 H -8.019 -2.989 -1.162  C54 1.090
215 H 8.030 0.736 -0.465  C66 1.090
216 H 0.991 7.583 -7.141  C80 1.090
217 H 5.883 -4.502 -0.668  C72 1.090
218 H 2.545 0.481 1.787  C78 1.090
219 H -7.978 2.114 0.214  C50 1.090
220 H 0.470 9.859 -6.952  C75 1.090
221 H -0.623 -3.308 -1.296  C74 1.090
222 H -5.773 -3.151 -0.560  C56 1.090

Here are the Mulliken charges for atoms 1 to 5, given in e:
1. P 0.12
2. P 0.69
3. P 0.32
4. P 0.67
5. P 0.07